# 1
Here is a molecular structure, C13H18BrI2N5O4V from OMol25. Energies are from wB97M-V/def2-TZVPD.

Last column: Löwdin spin population.
Geometry (Å):
V (0.521, -0.084, -1.352)  1.9495
C (-2.692, 2.687, 0.810)  0.0009
N (-1.333, 3.211, 0.712)  0.0055
C (-0.979, 4.389, 1.493)  0.0005
C (-0.385, 2.396, 0.186)  0.0079
N (-0.585, 1.183, -0.182)  0.0035
N (0.870, 2.990, 0.038)  0.0019
C (1.907, 2.561, -0.773)  0.0100
N (2.971, 3.413, -0.777)  0.0063
N (1.827, 1.500, -1.484)  0.0034
H (-3.366, 3.519, 0.991)  0.0001
H (-2.798, 1.964, 1.625)  0.0003
H (-2.979, 2.221, -0.133)  0.0001
H (-1.875, 4.751, 1.987)  0.0000
H (-0.616, 5.205, 0.862)  0.0001
H (-0.245, 4.171, 2.273)  0.0002
H (-1.545, 0.883, -0.057)  0.0030
H (0.955, 3.929, 0.379)  0.0001
H (3.113, 4.027, 0.005)  0.0003
H (3.812, 3.084, -1.220)  0.0003
H (2.655, 1.312, -2.039)  0.0030
Br (-1.899, -6.029, 2.518)  -0.0002
C (-0.438, -4.846, 2.335)  -0.0002
C (0.694, -5.048, 3.108)  0.0021
C (1.770, -4.180, 2.979)  -0.0003
C (1.707, -3.115, 2.092)  0.0019
C (0.565, -2.931, 1.326)  -0.0001
C (-0.515, -3.800, 1.434)  0.0018
C (0.496, -1.803, 0.367)  0.0187
O (1.347, -0.866, 0.395)  0.0039
O (-0.416, -1.759, -0.525)  0.0164
H (0.734, -5.879, 3.800)  0.0001
H (2.659, -4.341, 3.573)  -0.0001
H (2.533, -2.427, 1.973)  0.0002
H (-1.390, -3.653, 0.817)  0.0000
I (2.318, -1.622, -2.715)  0.2240
I (5.046, -1.365, -4.476)  0.7198
C (-2.254, -1.364, -3.490)  0.0000
C (-1.855, -0.086, -2.809)  0.0053
O (-2.664, 0.633, -2.260)  -0.0039
O (-0.538, 0.191, -2.852)  0.0133
H (-2.993, -1.138, -4.259)  0.0000
H (-2.733, -2.001, -2.747)  -0.0001
H (-1.406, -1.883, -3.927)  0.0006

The total charge is 0. Its expectation value of S² is 3.77. Its spin multiplicity is 4. The HOMO energy (spin up / spin down) is -0.2769 / -0.2897 Eh. The calculated total energy is -5194.53250 Eh. As for the HOMO-LUMO gap (spin up / spin down): 7.163 / 6.517 eV.


# 2
Here is a molecular structure, C13H18Cl2CoN2O from OMol25. Energies are from wB97M-V/def2-TZVPD.

Last column: Löwdin spin population.
Geometry (Å):
Co (1.740, -0.077, -0.798)  2.6017
Cl (0.936, -2.017, -0.872)  0.1517
Cl (2.326, 1.835, -0.051)  0.1441
C (3.176, -0.718, 0.109)  0.8438
H (3.982, -0.097, 0.573)  0.0741
H (3.368, -1.825, 0.189)  0.0754
C (-0.936, 1.064, -1.654)  0.0563
C (0.212, 0.938, -2.300)  0.0027
H (-0.951, 1.649, -0.724)  0.0016
C (0.394, -0.024, -3.485)  -0.0014
H (0.982, 1.737, -2.197)  0.0063
C (-0.935, -0.358, -4.167)  -0.0002
H (1.092, 0.423, -4.216)  -0.0001
H (0.855, -0.982, -3.164)  0.0001
C (-2.064, -0.651, -3.174)  0.0010
H (-1.242, 0.502, -4.783)  0.0001
H (-0.795, -1.212, -4.838)  0.0000
C (-2.215, 0.422, -2.072)  0.0103
H (-2.990, -0.721, -3.752)  0.0000
H (-1.905, -1.626, -2.690)  0.0010
H (-2.963, 1.161, -2.376)  0.0032
H (-2.632, -0.083, -1.194)  0.0021
N (0.084, -0.058, 6.378)  0.0001
C (0.669, 0.136, 5.154)  0.0002
O (1.807, 0.586, 5.045)  0.0006
C (-0.171, -0.188, 3.947)  0.0010
C (-1.508, -0.636, 4.001)  -0.0001
C (-2.210, -0.887, 2.820)  0.0010
C (-1.513, -0.715, 1.597)  0.0008
N (-0.267, -0.263, 1.543)  0.0060
C (0.408, -0.003, 2.659)  0.0079
H (0.650, 0.125, 7.193)  0.0000
H (-0.758, -0.596, 6.500)  0.0000
H (-2.007, -0.802, 4.957)  0.0000
H (-3.257, -1.196, 2.804)  0.0001
H (-1.994, -0.941, 0.644)  0.0006
H (1.430, 0.372, 2.548)  0.0078

The total charge is -1. The calculation puts the energy above the lowest of the compared OMol25 structures with the same formula, charge and spin at 1.813 eV. Its expectation value of S² is 6.02. Its spin multiplicity is 5. The HOMO energy (spin up / spin down) is -0.0883 / -0.1727 Eh. The calculated total energy is -2994.04170 Eh. As for the HOMO-LUMO gap (spin up / spin down): 5.001 / 7.294 eV.


# 3
Here is 5 unconnected molecules or ions with the total composition C13H18Cl2N4O4 from OMol25. Energies are from wB97M-V/def2-TZVPD.

Last column: natural (NBO) charge in e.
Geometry (Å):
C (8.792, 25.614, -28.041)  -0.4833
N (8.682, 26.986, -28.601)  0.5313
O (9.641, 27.355, -29.252)  -0.3847
O (7.715, 27.647, -28.268)  -0.3714
H (8.516, 24.891, -28.809)  0.2371
H (8.204, 25.638, -27.124)  0.2394
H (9.835, 25.405, -27.803)  0.2273
C (6.398, 23.623, -30.787)  -0.4945
N (6.173, 23.012, -29.462)  0.5309
O (6.659, 23.564, -28.485)  -0.3949
O (5.755, 21.898, -29.391)  -0.3552
H (7.460, 23.786, -30.975)  0.2384
H (5.820, 24.546, -30.830)  0.2477
H (6.069, 22.956, -31.584)  0.2337
C (9.710, 18.745, -26.268)  -0.1711
C (9.433, 19.205, -24.999)  -0.2563
C (8.727, 20.430, -24.884)  0.0321
N (8.309, 21.132, -25.978)  -0.4199
C (8.537, 20.581, -27.207)  0.0296
C (9.313, 19.446, -27.381)  -0.2643
H (10.264, 17.819, -26.289)  0.2144
H (9.670, 18.543, -24.180)  0.2198
H (8.321, 20.728, -23.928)  0.1960
H (8.153, 21.192, -28.011)  0.1989
H (9.577, 18.995, -28.326)  0.2210
C (4.121, 21.887, -24.815)  -0.1749
C (2.883, 22.266, -24.391)  -0.2656
C (1.954, 22.761, -25.337)  0.0290
N (2.263, 22.897, -26.660)  -0.4191
C (3.477, 22.539, -27.049)  0.0210
C (4.418, 22.007, -26.201)  -0.2429
H (4.863, 21.427, -24.179)  0.2163
H (2.582, 22.201, -23.356)  0.2157
H (0.923, 22.956, -25.081)  0.1944
H (3.698, 22.684, -28.096)  0.1845
H (5.383, 21.685, -26.566)  0.2358
Cl (7.394, 24.223, -34.276)  -0.0137
C (8.024, 22.595, -34.523)  -0.3935
Cl (7.538, 21.997, -36.146)  -0.0324
H (9.112, 22.559, -34.468)  0.2257
H (7.636, 21.891, -33.786)  0.2178

The total charge is 0. Its spin multiplicity is 1. The HOMO energy is -0.3419 Eh. The calculated total energy is -1946.29049 Eh. As for the HOMO-LUMO gap: 8.972 eV. The SMILES is C[N+](=O)[O-].C[N+](=O)[O-].c1ccncc1.c1ccncc1.ClCCl.


# 4
Here is a molecular structure, C13H18Cl5I2OP2Ti from OMol25. Energies are from wB97M-V/def2-TZVPD.

Last column: Löwdin spin population.
Geometry (Å):
I (2.184, -1.367, -0.926)  0.0348
I (-1.547, 1.461, -1.082)  0.6132
Ti (0.137, -0.197, 0.208)  -0.0348
P (1.358, 2.058, 0.337)  0.1129
C (2.583, 2.128, 1.694)  0.0210
C (2.344, 2.281, -1.190)  0.0133
H (2.842, 3.261, -1.152)  0.0022
H (1.433, 4.473, 0.368)  -0.0002
H (1.677, 2.246, -2.061)  0.0013
H (-0.123, 3.875, -0.302)  0.0163
H (3.137, 1.177, 1.752)  0.0003
H (3.086, 1.478, -1.278)  0.0006
C (0.633, 3.721, 0.481)  0.0192
H (3.269, 2.951, 1.445)  0.0053
H (0.156, 3.836, 1.463)  0.0004
H (2.111, 2.338, 2.668)  0.0001
P (-1.646, -1.852, -0.718)  0.1080
C (-1.725, -3.368, 0.288)  0.0201
C (-3.416, -1.478, -0.988)  0.0216
H (-0.967, -1.579, -3.034)  0.0005
H (-1.875, -3.105, -2.784)  0.0024
H (-0.155, -2.969, -2.269)  0.0004
C (-1.108, -2.437, -2.367)  0.0122
H (-3.531, -0.577, -1.602)  0.0175
H (-3.890, -2.331, -1.490)  0.0000
H (-2.404, -4.093, -0.182)  0.0055
H (-2.098, -3.119, 1.291)  0.0002
H (-3.919, -1.305, -0.030)  0.0002
H (-0.724, -3.809, 0.376)  0.0001
C (0.297, -0.147, 2.304)  0.0034
O (-0.039, -1.309, 1.915)  0.0014
Cl (2.636, -1.146, 3.952)  0.0002
C (1.691, 0.237, 4.305)  0.0004
C (0.504, 0.463, 3.560)  -0.0004
C (-0.355, 1.534, 3.918)  0.0001
Cl (-1.855, 1.711, 3.095)  -0.0008
C (0.040, 2.463, 4.877)  0.0001
Cl (-0.965, 3.831, 5.217)  0.0000
C (1.308, 2.328, 5.496)  0.0007
Cl (1.824, 3.514, 6.600)  0.0004
C (2.106, 1.181, 5.250)  -0.0001
Cl (3.582, 0.963, 6.097)  -0.0001

The total charge is +2. The calculation puts the energy above the lowest of the compared OMol25 structures with the same formula, charge and spin at 0.000 eV. Its expectation value of S² is 0.76. Its spin multiplicity is 2. The HOMO energy (spin up / spin down) is -0.5454 / -0.5452 Eh. The calculated total energy is -5009.41059 Eh. As for the HOMO-LUMO gap (spin up / spin down): 6.766 / 4.211 eV.


# 5
Here is C13H18ClNO3S in the gas phase from OMol25. Energies are from wB97M-V/def2-TZVPD.

Last column: natural (NBO) charge in e.
Geometry (Å):
C (1.616, 2.778, 2.211)  -0.6233
C (0.214, 2.833, 1.632)  -0.0572
O (-0.321, 1.507, 1.663)  -0.5457
C (-1.592, 1.359, 1.184)  0.3192
C (-2.709, 1.868, 1.843)  -0.2453
C (-3.977, 1.617, 1.353)  -0.1971
C (-4.140, 0.858, 0.202)  -0.0766
Cl (-5.723, 0.545, -0.396)  0.0224
C (-3.037, 0.356, -0.473)  -0.1367
C (-1.777, 0.618, 0.023)  -0.3686
S (-0.320, 0.086, -0.884)  2.3193
O (-0.747, -0.661, -2.027)  -0.9445
O (0.483, 1.256, -1.125)  -0.9476
N (0.369, -0.922, 0.253)  -0.8617
C (1.410, -1.872, -0.126)  -0.0485
C (0.812, -3.042, -0.929)  -0.4230
C (1.808, -3.303, -2.058)  -0.3989
C (2.310, -1.902, -2.393)  -0.4080
C (2.521, -1.272, -1.017)  -0.4407
H (1.590, 2.381, 3.223)  0.2114
H (2.239, 2.135, 1.596)  0.2165
H (2.044, 3.775, 2.229)  0.2194
H (-0.424, 3.510, 2.214)  0.1682
H (0.246, 3.171, 0.589)  0.1988
H (-2.583, 2.446, 2.745)  0.2289
H (-4.844, 2.005, 1.865)  0.2325
H (-3.129, -0.221, -1.379)  0.2500
H (0.646, -0.324, 1.020)  0.4143
H (1.832, -2.232, 0.818)  0.2091
H (-0.138, -2.717, -1.346)  0.2348
H (0.641, -3.917, -0.304)  0.2100
H (2.634, -3.922, -1.702)  0.1904
H (1.343, -3.798, -2.909)  0.2142
H (1.533, -1.358, -2.930)  0.2179
H (3.220, -1.907, -2.992)  0.2092
H (3.502, -1.546, -0.624)  0.2051
H (2.449, -0.186, -1.048)  0.2319

The total charge is 0. The calculation puts the energy above the lowest of the compared OMol25 structures with the same formula, charge and spin at 0.183 eV. Its spin multiplicity is 1. The HOMO energy is -0.3386 Eh. The calculated total energy is -1645.00600 Eh. As for the HOMO-LUMO gap: 9.852 eV. The SMILES is CCOc1ccc(Cl)cc1S(=O)(=O)NC1CCCC1.


# 6
Here is a molecular structure, C13H18F6FeN9O4S2 from OMol25. Energies are from wB97M-V/def2-TZVPD.

Last column: Löwdin spin population.
Geometry (Å):
Fe (-0.143, 0.088, 0.432)  3.7040
F (-0.468, 3.423, -3.487)  0.0008
C (0.194, 2.858, -2.528)  0.0019
F (1.416, 3.392, -2.374)  0.0003
F (0.376, 1.566, -2.814)  0.0009
S (-0.606, 3.211, -0.878)  0.0121
O (-0.236, 1.958, -0.133)  0.0681
O (0.061, 4.361, -0.368)  0.0049
N (-2.123, 3.297, -0.999)  0.0024
S (-3.148, 2.114, -0.977)  0.0010
O (-2.781, 1.012, -1.827)  0.0016
O (-3.677, 1.792, 0.347)  0.0001
C (-4.492, 2.931, -1.888)  0.0001
F (-3.952, 3.376, -3.007)  0.0001
F (-5.005, 3.927, -1.227)  0.0001
F (-5.410, 1.973, -2.109)  0.0001
N (0.078, 0.337, 2.543)  0.0468
C (-0.442, -0.868, 3.290)  0.0064
C (-1.944, -1.023, 3.160)  0.0004
C (-2.381, -1.539, 1.817)  0.0058
N (-2.136, -0.537, 0.746)  0.0343
H (1.057, 0.457, 2.823)  0.0008
H (-0.512, 1.116, 2.878)  0.0027
H (-0.167, -0.809, 4.354)  0.0020
H (0.064, -1.766, 2.859)  0.0010
H (-2.473, -0.075, 3.283)  0.0000
H (-2.270, -1.682, 3.955)  0.0000
H (-3.471, -1.764, 1.755)  0.0015
H (-1.807, -2.436, 1.573)  0.0003
H (-2.728, 0.288, 0.888)  0.0028
H (-2.411, -0.869, -0.224)  0.0014
N (2.396, 1.908, 1.415)  0.0007
C (2.856, 0.817, 0.759)  0.0034
N (4.157, 0.719, 0.637)  0.0010
C (4.588, -0.312, -0.100)  0.0008
N (5.896, -0.364, -0.441)  0.0011
N (3.797, -1.325, -0.532)  0.0028
C (2.506, -1.183, -0.296)  0.0040
N (1.944, -0.099, 0.293)  0.0303
C (1.580, -2.277, -0.785)  0.0045
C (2.035, -3.350, -1.524)  0.0007
C (1.094, -4.195, -2.079)  0.0022
C (-0.290, -3.973, -1.823)  0.0005
C (-0.616, -2.886, -1.057)  0.0048
N (0.288, -2.017, -0.522)  0.0381
H (3.154, 2.553, 1.595)  0.0001
H (1.509, 2.293, 1.149)  -0.0003
H (6.431, 0.432, -0.151)  0.0000
H (6.339, -1.063, -1.050)  0.0000
H (3.089, -3.495, -1.647)  0.0002
H (1.457, -4.980, -2.745)  0.0001
H (-1.029, -4.664, -2.178)  0.0001
H (-1.644, -2.652, -0.779)  0.0001

The total charge is +1. The calculation puts the energy above the lowest of the compared OMol25 structures with the same formula, charge and spin at 0.000 eV. Its expectation value of S² is 6.01. Its spin multiplicity is 5. The HOMO energy (spin up / spin down) is -0.4465 / -0.4428 Eh. The calculated total energy is -3959.14845 Eh. As for the HOMO-LUMO gap (spin up / spin down): 8.517 / 8.313 eV.